1.
ORCA calculation (ωB97M-V/def2-TZVPD) on a single C4H10N2O molecule.

## Properties
Structure (SMILES): CC(=O)NCCN
Charge: 0

Element x y z (Å)
O -1.88178 -1.52638 -1.64947
N -0.09084 -0.58733 -0.63735
N 1.25809 -1.18223 1.70892
C 0.64281 0.51477 -0.08147
C -1.31444 -0.54538 -1.21669
C -1.99086 0.84771 -1.34563
C 1.66169 -0.01219 0.93012
H -1.34190 1.68024 -1.66165
H 0.31922 -1.08891 2.08801
H -2.93092 0.73382 -1.88489
H 1.80603 -1.35827 2.54076
H 1.25457 1.10962 -0.75722
H 0.10902 -1.47193 -0.18277
H 0.03230 1.27099 0.41691
H 2.60680 -0.22790 0.40796
H -2.09786 1.05998 -0.28194
H 1.95808 0.78338 1.60639

Cartesian forces (eV/Å) of the 3 atoms listed first:
0.0487 -0.3545 0.4834
0.2192 -0.3010 0.3876
-0.9391 -0.4204 -0.0723

natural (NBO) atomic charge list, values in e, 5 entries: atom 1 (O): -0.612, atom 2 (N): -0.638, atom 3 (N): -0.856, atom 4 (C): -0.224, atom 5 (C): 0.692

---

2.
ORCA calculation (ωB97M-V/def2-TZVPD) on a single C4H10N2O molecule.

## Properties
Structure (SMILES): CNCCNC=O
Charge: 0

Element x y z (Å)
O 1.56501 -1.79933 1.79782
N -1.44451 1.02039 -0.51416
N 0.48903 -0.75606 0.01727
C -1.84009 0.79633 -1.89595
C -0.07378 1.57140 -0.34865
C 1.08629 -1.81530 0.69260
C 0.68151 0.55314 0.60446
H -2.97475 0.75057 -1.90585
H -0.04777 2.47930 0.22882
H 1.07237 -2.83170 0.17009
H -0.55787 -0.86825 -0.05178
H -1.97743 1.68438 -2.53387
H 0.33492 1.62664 -1.36925
H -2.05058 1.74301 -0.14761
H -1.33563 -0.01829 -2.40542
H 1.75446 0.79692 0.71456
H 0.30563 0.61724 1.62306

Cartesian forces (eV/Å) of the 3 atoms listed first:
0.5495 0.7522 -0.0389
0.2669 1.0750 0.0337
-0.6676 -0.4092 0.4735

natural (NBO) atomic charge list, values in e, 5 entries: atom 1 (O): -0.573, atom 2 (N): -0.651, atom 3 (N): -0.686, atom 4 (C): -0.444, atom 5 (C): -0.231

---

3.
ORCA calculation (ωB97M-V/def2-TZVPD) on a single C4H10N2O molecule.

## Properties
Structure (SMILES): NC[C@@H](N)CC=O
Charge: 0

Element x y z (Å)
O -1.20017 -2.71366 -1.17472
N 1.24779 1.78266 1.89861
N -0.84164 1.48314 -0.45440
C 1.41935 0.74515 0.86525
C -1.04583 -1.50543 -0.99869
C 0.22441 -0.82819 -0.58975
C -0.03065 0.47264 0.17856
H 0.79260 -0.48578 -1.53268
H -0.38078 2.10140 -1.05673
H 0.35187 2.20088 2.22609
H -2.04179 -0.96684 -0.87430
H 2.14970 1.00770 0.11439
H -0.59786 0.14575 1.08246
H 1.79373 -0.08811 1.42717
H 2.13189 2.08982 2.29208
H -1.54366 1.17052 -1.12263
H 0.69892 -1.63173 0.00020

Cartesian forces (eV/Å) of the 3 atoms listed first:
1.0008 1.8029 -0.1495
0.2161 0.6371 -0.0924
-0.3314 0.1448 -0.0469

natural (NBO) atomic charge list, values in e, 5 entries: atom 1 (O): -0.525, atom 2 (N): -0.918, atom 3 (N): -0.838, atom 4 (C): -0.188, atom 5 (C): 0.425

---

4.
ORCA calculation (ωB97M-V/def2-TZVPD) on a single C4H10N2O molecule.

## Properties
Structure (SMILES): C=C(CO)C(N)N
Charge: 0

Element x y z (Å)
O 2.71594 -0.90004 0.02099
N -1.52048 -1.07432 -0.64565
N -1.86197 1.06315 0.38174
C 0.54660 0.16570 -0.00071
C -1.04720 -0.13115 0.33536
C 0.98641 1.32796 -0.43052
C 1.22436 -1.10988 0.22934
H -1.80901 1.57773 -0.49150
H 1.05775 -1.48707 1.24500
H 0.33934 2.18391 -0.55076
H -1.12883 -0.60579 1.32117
H 2.02365 1.46544 -0.69033
H 0.95814 -1.85335 -0.52189
H -2.49154 -1.30891 -0.47147
H -1.58478 1.67866 1.13669
H -1.44744 -0.68317 -1.57891
H 3.03906 -0.30887 0.71144

Cartesian forces (eV/Å) of the 3 atoms listed first:
-1.5764 -0.7715 0.3027
0.0823 -0.2381 -0.1330
-0.3433 0.1059 0.0721

natural (NBO) atomic charge list, values in e, 5 entries: atom 1 (O): -0.742, atom 2 (N): -0.842, atom 3 (N): -0.847, atom 4 (C): -0.018, atom 5 (C): 0.092

---

Computed ΔE to the lowest compared entry with this formula, charge and spin (eV) in order:
1.243 2.362 3.026 2.350
Computed HOMO-LUMO gap (eV) in order:
10.26 10.26 9.67 10.16